Density functional theory data (ωB97M-V/def2-TZVPD) for one molecule with the formula C5H10N2O.

Each line ends with the Mulliken charge.
Geometry (Å):
H (3.12, 0.20, 1.57)  0.315
H (0.48, 1.93, -0.52)  0.298
C (-0.54, 1.56, -0.55)  -1.527
H (0.13, -1.69, -1.60)  0.384
N (-1.06, -0.40, 1.85)  -0.941
H (-0.20, -0.27, -2.59)  0.416
H (0.47, -1.52, 0.76)  0.118
H (-1.10, 1.97, 0.29)  0.382
N (2.48, -0.57, 1.39)  -0.500
H (1.26, -0.31, -1.60)  0.352
H (-2.23, -0.46, 0.34)  0.376
H (-0.74, -0.62, 2.79)  0.198
O (-1.92, -0.43, -0.59)  -0.611
C (1.32, -0.31, 1.14)  -0.123
C (0.21, -0.60, -1.63)  -1.672
C (-0.59, 0.03, -0.50)  1.287
C (-0.09, -0.43, 0.92)  0.860
H (-1.01, 1.90, -1.48)  0.386

frontier orbital gap: 0.3003 Eh
relative energy (zero: lowest compared OMol25 entry of this formula, charge and spin): 429.1 kJ/mol
HOMO energy: -8.007 eV
E_tot: -381.122019 a.u.
molecular weight: 114.15 g/mol


Density functional theory data (ωB97M-V/def2-TZVPD) for a 2-piece molecular cluster, C31H48FN4O6S2 overall at a distorted geometry.

Each line ends with the Mulliken charge.
Geometry (Å):
N (1.19, 2.96, -2.24)  -0.561
H (5.48, -2.63, -0.55)  -0.106
H (0.60, 3.81, -2.32)  0.289
C (-5.29, 3.94, 1.66)  -0.747
N (-5.18, 3.07, 2.91)  0.395
C (-3.00, 3.24, 0.93)  0.087
C (6.17, -0.62, -2.83)  0.663
H (8.64, -2.72, -3.04)  0.263
H (1.30, 2.48, -3.14)  0.231
H (5.02, -3.55, -2.43)  -0.377
N (1.72, -0.61, 0.75)  -0.544
N (-1.90, 0.57, -2.75)  -0.555
H (4.94, -5.22, -3.35)  0.380
H (0.60, -4.41, -0.59)  0.200
H (-5.89, 1.16, 3.59)  0.399
H (-5.55, 3.19, 5.01)  0.370
C (-0.18, -4.19, -1.40)  -0.191
H (-6.22, 5.76, 3.45)  0.334
H (-1.15, 0.85, 0.46)  -0.986
H (-3.86, 5.26, 5.34)  0.317
O (5.90, -6.26, -0.68)  -0.549
S (3.82, 1.05, -2.43)  -0.084
C (2.87, 0.19, 0.25)  0.024
H (-6.96, 3.50, 3.99)  0.393
H (-3.74, 5.73, 3.63)  0.305
H (-2.46, -1.15, 1.65)  0.348
C (-1.43, -3.30, -1.03)  0.445
H (-2.29, -3.41, 1.02)  0.420
H (0.90, -5.39, -3.08)  0.211
H (3.50, -4.49, -0.12)  0.089
C (-2.90, 2.28, 2.10)  0.092
C (-4.45, 3.42, 0.51)  -0.983
H (-3.21, 1.28, 1.79)  -0.200
H (-1.86, 2.19, 2.41)  0.676
H (-5.42, 1.20, 1.86)  0.403
F (2.93, -1.29, -1.74)  -0.271
C (0.69, 2.06, -1.17)  -0.366
H (-3.11, -3.24, -4.35)  0.314
H (8.63, -3.14, -0.74)  0.360
H (-2.68, -1.01, -0.17)  0.225
H (-4.42, 6.84, 4.80)  0.389
H (-2.40, 2.87, 0.09)  -0.246
C (-0.69, -0.19, 0.69)  -0.184
H (-3.29, 3.65, 3.70)  0.388
H (-6.36, 5.50, 5.16)  0.416
H (-0.97, -4.73, -4.95)  0.334
C (-0.81, 0.04, -2.72)  0.546
O (0.62, -0.07, -2.64)  -0.321
C (-1.90, -1.24, 0.63)  -0.487
H (-0.49, -3.04, 1.05)  0.229
C (6.53, -2.76, -0.12)  -0.716
C (-1.46, -2.78, 0.51)  -0.586
C (6.17, -5.26, -1.42)  0.471
H (-0.46, 2.20, -1.10)  0.043
H (-3.44, -2.29, -1.73)  0.269
C (-3.73, 2.75, 3.29)  -0.994
H (1.10, 2.36, -0.12)  0.343
H (1.97, -1.61, 0.70)  0.375
C (2.64, 0.10, -1.35)  1.162
C (-2.55, -2.94, -2.07)  -0.379
H (-2.57, 4.21, 1.22)  0.318
C (-1.10, -4.36, -3.88)  -0.404
H (-4.93, 4.94, 1.92)  0.412
S (3.37, -5.03, -1.39)  -0.224
C (-5.76, 5.23, 4.29)  -0.468
C (4.97, -4.70, -2.33)  0.251
C (0.56, -0.54, -0.26)  0.297
H (-4.50, 4.13, -0.32)  0.439
H (5.44, 0.00, -0.81)  -0.028
H (6.85, -3.01, -3.34)  0.372
H (6.93, -1.74, 0.25)  0.349
C (7.58, -3.34, -1.18)  0.171
H (-6.35, 4.00, 1.39)  0.382
C (-5.90, 3.72, 4.12)  -0.600
C (-2.36, -3.48, -3.51)  -0.495
H (6.18, 1.42, -1.87)  0.506
H (-6.94, 1.97, 2.38)  0.381
C (5.50, 0.48, -1.85)  -0.247
C (-4.36, 5.78, 4.52)  -1.159
H (0.64, -1.57, -0.74)  0.219
C (-5.91, 1.74, 2.66)  -1.023
H (-4.85, 2.47, 0.13)  0.306
O (7.45, -1.10, -2.44)  -0.365
C (-0.01, -4.74, -2.84)  -0.396
O (7.51, -4.78, -1.39)  -0.362
O (5.54, -0.92, -3.87)  -0.553
O (3.74, 0.81, 0.91)  -0.566
H (-3.75, 1.99, 4.07)  0.363
C (7.58, -2.54, -2.60)  -0.544
H (-0.29, -0.09, 1.77)  0.447
C (1.07, 0.52, -1.36)  0.077
H (6.47, -3.42, 0.83)  0.374

net charge: +1
frontier orbital gap: 0.2864 Eh
HOMO energy: -10.195 eV
E_tot: -2776.119718 a.u.
molecular weight: 655.88 g/mol


Density functional theory data (ωB97M-V/def2-TZVPD) for a 10-piece molecular cluster, C20H60O10 overall at a distorted geometry.

Each line ends with the Mulliken charge.
Geometry (Å):
H (9.15, 17.93, -1.06)  0.409
H (14.66, 25.20, 5.26)  0.305
C (15.67, 18.91, 5.03)  -0.350
H (13.04, 14.83, 5.05)  0.339
H (12.92, 16.47, 5.73)  0.040
C (6.23, 18.70, 7.00)  -1.347
H (7.45, 22.30, 9.08)  0.335
O (10.66, 15.74, 4.44)  -0.578
H (15.47, 19.97, 5.22)  0.186
O (8.73, 22.50, 6.84)  -0.283
H (6.94, 16.83, -1.36)  0.345
H (12.78, 20.73, 3.95)  0.432
C (13.74, 23.51, 7.77)  -0.195
H (6.26, 23.58, 8.78)  0.446
H (11.54, 20.69, 5.27)  -0.078
O (13.51, 23.64, 4.30)  -0.434
H (6.06, 19.49, 7.74)  0.239
C (13.81, 25.07, 4.57)  -0.737
H (14.54, 23.70, 7.06)  0.099
H (13.12, 24.40, 7.91)  0.262
H (4.96, 20.12, 4.87)  0.445
O (17.00, 18.70, 4.60)  -0.540
H (15.48, 18.37, 5.97)  0.265
H (12.64, 19.33, 5.01)  0.008
H (7.55, 18.40, 2.31)  -0.016
H (12.98, 15.05, 6.80)  0.376
C (6.81, 19.30, 5.64)  0.772
H (12.96, 25.54, 5.05)  0.233
H (10.63, 17.20, 6.60)  0.194
H (9.59, 20.95, 3.54)  0.007
H (11.65, 18.92, 2.76)  0.365
C (11.09, 15.32, 5.75)  0.449
H (17.58, 18.93, 5.33)  0.299
C (5.97, 20.45, 5.09)  -0.808
H (13.66, 22.61, 9.50)  0.316
H (6.07, 17.62, 1.93)  0.427
H (9.19, 24.68, 4.56)  0.265
C (12.06, 20.12, 4.50)  -0.876
H (15.02, 18.53, 4.26)  0.158
H (10.73, 15.92, 7.79)  0.418
H (9.77, 20.16, 1.95)  -0.292
C (10.20, 24.43, 4.25)  -0.611
C (10.40, 16.15, 6.76)  -1.086
O (10.21, 18.54, 4.16)  -0.239
H (6.45, 20.86, 4.21)  0.015
H (6.91, 17.95, 7.39)  0.309
O (6.56, 17.40, -0.68)  -0.552
H (7.04, 23.54, 0.02)  0.302
H (10.72, 16.74, 4.38)  0.377
C (6.85, 18.24, 1.48)  -0.894
H (5.89, 21.23, 5.85)  0.009
C (11.10, 19.49, 3.52)  0.432
H (9.33, 15.94, 6.70)  0.247
H (6.41, 19.20, 1.21)  0.274
H (14.00, 25.63, 3.65)  0.347
H (7.80, 21.93, 2.31)  -0.129
C (10.30, 20.55, 2.81)  -0.387
O (14.33, 23.06, 8.98)  -0.572
H (9.49, 24.97, 7.61)  0.262
H (9.12, 24.04, 9.07)  0.324
C (8.74, 18.35, -0.13)  -0.886
C (7.52, 17.57, 0.34)  0.525
H (9.51, 22.92, 6.39)  0.093
H (11.73, 23.55, 5.20)  0.024
H (13.12, 22.72, 7.32)  0.070
H (8.95, 22.36, 1.02)  0.263
H (8.07, 25.35, 8.65)  0.399
H (9.48, 19.04, 4.67)  0.098
H (10.79, 14.28, 5.79)  0.335
C (8.68, 24.55, 8.20)  -1.371
H (7.92, 16.60, 0.69)  0.164
O (8.26, 19.75, 5.78)  -0.251
H (9.54, 18.28, 0.61)  0.044
C (12.58, 15.43, 5.85)  -1.066
H (7.32, 24.02, 6.58)  0.221
H (10.17, 23.86, 3.33)  0.138
C (7.85, 23.53, 7.42)  0.781
C (7.88, 22.23, 1.26)  -0.149
H (8.33, 20.56, 6.35)  0.111
H (8.54, 19.41, -0.34)  0.202
H (10.74, 25.37, 4.10)  0.327
O (7.03, 23.37, 0.97)  -0.549
H (5.26, 18.21, 6.83)  0.414
H (14.15, 23.34, 3.64)  0.257
H (10.95, 21.37, 2.48)  0.455
C (6.91, 22.83, 8.30)  -1.376
H (6.88, 18.49, 4.89)  0.143
H (6.25, 22.18, 7.72)  0.179
H (7.56, 21.31, 0.72)  0.238
O (10.77, 23.67, 5.31)  -0.163

frontier orbital gap: 0.3507 Eh
relative energy (zero: lowest compared OMol25 entry of this formula, charge and spin): 93.6 kJ/mol
HOMO energy: -9.296 eV
E_tot: -1550.300582 a.u.
molecular weight: 460.69 g/mol
SMILES: CC(C)O.CC(C)O.CC(C)O.CC(C)O.CC(C)O.CO.CO.CO.CO.CO


Density functional theory data (ωB97M-V/def2-TZVPD) for C29H26BCl7N11O3Ta as an isolated structure.

Each line ends with the Mulliken charge.
Geometry (Å):
C (-2.20, -2.10, 0.34)  0.387
N (1.56, 3.84, -1.08)  -0.109
Cl (0.58, -3.66, -1.58)  -0.146
H (3.39, -0.27, -2.40)  0.364
C (-3.85, 1.23, -1.41)  1.502
H (-0.33, 3.93, 3.55)  0.552
C (-1.37, 3.81, 0.85)  -1.689
C (-5.65, 1.50, -2.97)  0.437
N (-0.83, -1.33, 1.85)  0.497
Ta (-0.43, 0.40, -0.76)  1.857
H (0.54, -3.31, 3.31)  0.582
H (-3.19, -3.43, -0.97)  0.511
N (1.62, -0.51, 4.56)  -1.167
H (2.40, 1.15, -2.03)  -0.342
H (-2.07, -2.33, -1.79)  0.035
C (-2.59, -2.62, 1.56)  -1.772
H (-2.37, 3.99, 1.23)  0.412
N (2.07, 3.25, 0.08)  -0.378
C (0.94, -1.40, -3.01)  -1.294
H (-0.82, 4.75, 0.93)  0.396
N (0.44, -0.76, -2.00)  0.564
C (3.18, 0.50, -1.65)  -1.147
H (3.18, -1.74, 7.24)  0.384
O (-1.86, 0.16, -2.05)  0.005
H (2.19, -0.89, -6.16)  0.507
C (1.88, -1.42, -5.27)  -0.682
C (2.00, -2.81, -5.20)  -0.522
C (3.62, -0.86, 0.51)  -1.858
H (2.62, -0.08, 7.02)  0.343
C (1.37, -0.72, -4.21)  1.205
H (-3.40, -3.31, 1.75)  0.575
H (4.66, -1.09, 0.38)  0.582
H (4.03, -0.65, 6.14)  0.256
C (-4.88, 0.86, -3.94)  0.284
H (0.64, 1.49, 4.39)  0.636
C (-5.13, 1.68, -1.68)  -0.090
C (-2.80, -2.41, -0.99)  -1.169
C (1.01, -2.57, 3.93)  -0.401
H (2.11, -3.62, 5.51)  0.449
C (-1.71, -2.10, 2.49)  -0.087
B (0.43, -0.60, 2.39)  -0.337
N (-1.15, -1.28, 0.52)  0.564
H (1.88, 4.74, -1.41)  0.226
C (2.80, -0.13, -0.35)  0.626
C (0.21, 1.79, 3.45)  0.105
C (-3.07, 0.60, -2.38)  -1.722
C (2.17, -1.39, 5.39)  0.713
C (-3.60, 0.41, -3.65)  0.081
H (1.69, -4.59, -4.02)  0.502
C (-0.26, 3.00, 3.00)  -1.688
N (0.88, -1.23, 3.68)  0.594
C (1.82, -2.71, 5.03)  -1.151
Cl (-2.63, -0.41, -4.81)  -0.187
C (1.60, -3.51, -4.06)  -0.581
C (3.05, -0.94, 6.51)  -1.317
O (0.05, 3.84, -2.76)  -0.628
H (-3.64, -1.75, -1.22)  0.178
Cl (-5.52, 0.63, -5.52)  -0.168
N (-0.46, 1.49, 1.36)  -0.137
H (-1.64, -2.25, 3.55)  0.755
H (2.41, -3.35, -6.04)  0.422
C (2.81, -1.20, 1.57)  -0.059
Cl (-7.23, 2.06, -3.33)  -0.168
N (0.08, 0.90, 2.47)  0.632
C (0.54, 3.31, -1.80)  0.193
H (-1.46, 3.55, -0.20)  0.194
N (1.58, -0.72, 1.35)  1.068
H (1.86, 3.82, 0.89)  0.247
Cl (1.20, 0.98, -4.29)  -0.112
H (4.09, 1.08, -1.52)  0.483
H (3.07, 3.14, -0.01)  0.265
C (1.08, -2.83, -2.99)  0.743
C (-0.69, 2.78, 1.69)  0.641
H (3.03, -1.74, 2.48)  0.429
Cl (-6.05, 2.44, -0.45)  -0.186
O (0.06, 2.14, -1.32)  -0.542
Cl (-3.10, 1.37, 0.13)  -0.088
N (1.57, -0.03, 0.18)  -0.060

net charge: +1
frontier orbital gap (spin up / spin down): 0.2939 / 0.2285 Eh
relative energy (zero: lowest compared OMol25 entry of this formula, charge and spin): 49.1 kJ/mol
HOMO energy (spin up / spin down): -11.107 / -11.250 eV
E_tot: -5252.023817 a.u.
multiplicity: 2
⟨S²⟩: 0.79
molecular weight: 1016.53 g/mol


Density functional theory data (ωB97M-V/def2-TZVPD) for C2HI2N3 as an isolated structure at a distorted geometry.

Each line ends with the Mulliken charge.
Geometry (Å):
I (-0.54, -1.68, 1.86)  0.211
C (-0.96, 1.83, 0.36)  0.354
I (1.42, 0.50, -2.16)  0.250
N (0.58, -1.48, 0.11)  -0.442
N (-1.30, 2.93, 0.17)  -0.481
C (0.42, -0.31, -0.51)  0.342
N (-0.71, 0.52, 0.39)  -0.508
H (1.11, -2.30, -0.23)  0.273

frontier orbital gap (spin up / spin down): 0.2623 / 0.2623 Eh
relative energy (zero: lowest compared OMol25 entry of this formula, charge and spin): 226.6 kJ/mol
HOMO energy (spin up / spin down): -8.649 / -8.648 eV
E_tot: -836.323745 a.u.
molecular weight: 320.86 g/mol


Density functional theory data (ωB97M-V/def2-TZVPD) for C21H25Cl2N2O8P2Ti as an isolated structure.

Each line ends with the Mulliken charge.
Geometry (Å):
H (-4.46, -3.47, -1.06)  0.429
H (-4.05, 3.71, -1.39)  0.446
C (1.35, 3.43, 2.05)  -1.075
O (0.71, -0.66, 2.10)  0.160
H (1.40, -1.87, 5.04)  0.361
H (-2.32, 1.16, 1.59)  0.552
P (1.78, -0.76, 3.25)  0.443
C (1.22, 2.80, -0.63)  0.446
Ti (0.74, -0.33, 0.25)  0.602
O (2.07, 0.46, 3.98)  -0.658
C (0.98, 2.61, -2.11)  -0.395
O (2.19, -1.67, 0.08)  -0.082
H (5.02, -2.20, 0.90)  0.350
H (2.46, 5.18, 1.45)  0.429
C (0.75, 2.29, 1.57)  -0.122
H (-3.68, 3.13, 0.98)  0.457
C (-1.92, -1.66, 0.24)  0.112
P (3.25, -0.94, 0.93)  0.526
C (-3.45, 2.85, -1.13)  -0.663
O (4.72, -1.34, 0.59)  -0.508
H (-3.07, 2.29, -3.17)  0.459
H (-0.91, -2.11, 2.10)  0.486
N (-1.12, -0.50, -0.08)  1.066
H (2.97, 2.45, -2.97)  0.409
H (-0.78, -5.35, -0.45)  0.266
C (-2.89, 2.06, -2.12)  -0.826
Cl (1.04, -4.77, 0.91)  -0.114
O (1.29, -2.00, 4.10)  -0.472
H (1.36, 3.61, 3.11)  0.487
H (-3.12, -1.48, -1.53)  0.391
C (2.04, 1.89, -2.94)  -0.831
H (2.22, 4.64, -0.96)  0.559
H (0.49, -0.33, -2.54)  0.201
H (0.80, -5.71, -1.22)  0.402
H (-1.71, 0.31, -2.56)  0.454
Cl (0.10, -3.50, -1.58)  -0.072
O (2.92, 0.51, 0.74)  -0.462
C (-2.93, -2.05, -0.64)  -0.021
H (-4.04, -4.80, 0.98)  0.408
C (-2.12, 0.95, -1.78)  -0.132
C (2.35, 0.50, -2.40)  -0.464
H (2.77, -0.18, -3.14)  0.512
C (-1.90, 0.65, -0.45)  -0.461
C (-3.45, -3.92, 0.78)  -0.596
N (0.72, 1.93, 0.28)  1.009
H (-2.26, -4.10, 2.55)  0.446
H (0.28, 1.61, 2.26)  0.490
H (0.84, 3.61, -2.53)  0.736
O (1.14, -0.09, -1.86)  -0.337
O (3.04, -1.39, 2.44)  -0.318
C (0.23, -5.00, -0.63)  -0.415
C (-3.24, 2.53, 0.21)  -0.889
H (0.02, 2.11, -2.22)  -0.610
C (-2.47, 1.42, 0.55)  0.016
C (-1.68, -2.40, 1.39)  -0.167
C (1.95, 4.28, 1.14)  -0.645
C (1.84, 3.97, -0.21)  -0.674
H (3.02, 0.56, -1.55)  0.166
H (1.68, 1.84, -3.97)  0.376
C (-3.68, -3.18, -0.37)  -0.738
C (-2.45, -3.53, 1.65)  -0.906

net charge: +1
frontier orbital gap: 0.2727 Eh
relative energy (zero: lowest compared OMol25 entry of this formula, charge and spin): 0.0 kJ/mol
HOMO energy: -11.309 eV
E_tot: -3979.432083 a.u.
molecular weight: 614.16 g/mol